Entry 1:
The following is a quantum chemistry calculation of 8 unconnected molecules or ions with the total composition C46H102F9N3O12P2S3 at a distorted geometry, from OMol25.

The geometry in XYZ format:
```
177
C46H102F9N3O12P2S3, DFT the ωB97M-V functional and the def2-TZVPD basis
C -3.113 3.645 5.928
C -1.809 4.396 5.577
O -1.019 4.748 6.456
N -1.603 4.770 4.126
H -2.097 4.130 3.521
H -2.040 5.672 4.005
C -0.130 4.738 3.692
H -2.944 2.575 6.044
H -3.829 3.870 5.138
H -3.574 4.052 6.828
H -0.312 5.253 2.749
H 0.330 3.753 3.618
H 0.475 5.407 4.304
C -4.305 3.709 -1.039
C -3.017 3.185 -1.322
O -2.737 2.448 -2.264
N -2.039 3.180 -0.177
H -2.533 3.155 0.704
H -1.499 2.327 -0.203
C -1.087 4.412 -0.212
H -4.787 3.945 -1.987
H -4.313 4.684 -0.553
H -4.901 3.049 -0.409
H -1.719 5.297 -0.147
H -0.584 4.456 -1.178
H -0.324 4.346 0.564
C -2.795 -0.404 0.538
N -4.195 -0.881 0.953
C -4.825 -1.545 -0.266
C -3.904 -1.925 2.072
C -5.075 0.304 1.441
C -4.879 0.666 2.977
O -3.586 1.058 3.345
H -2.814 0.313 -0.283
H -2.345 -1.358 0.263
H -2.484 0.033 1.487
H -5.895 -1.582 -0.059
H -4.415 -2.514 -0.553
H -4.679 -0.873 -1.112
H -3.247 -2.725 1.731
H -4.875 -2.377 2.275
H -3.482 -1.448 2.957
H -6.126 0.118 1.220
H -4.805 1.116 0.765
H -5.247 -0.141 3.611
H -5.457 1.531 3.301
H -3.205 1.771 2.827
C 0.135 1.040 5.623
C 0.321 -0.472 5.643
C -0.592 -1.090 4.537
C -0.553 -2.597 4.566
P 0.663 -3.411 3.296
C 2.150 -2.347 3.042
C 3.340 -3.028 2.391
C 4.647 -2.260 2.563
C 5.812 -3.041 1.922
C 1.245 -5.092 3.795
C 1.640 -5.971 2.591
C 0.409 -6.880 2.113
C 0.710 -7.784 0.846
C -0.292 -3.436 1.766
C 0.334 -3.715 0.394
C -0.769 -3.713 -0.715
C -1.899 -4.718 -0.577
H -0.856 1.443 5.831
H 0.365 1.282 4.586
H 0.923 1.542 6.184
H 0.170 -0.881 6.642
H 1.392 -0.632 5.516
H -0.347 -0.788 3.518
H -1.629 -0.814 4.730
H -1.589 -2.930 4.493
H -0.192 -3.063 5.483
H 2.350 -1.886 4.010
H 1.879 -1.380 2.619
H 3.116 -3.160 1.333
H 3.401 -4.055 2.752
H 4.787 -2.231 3.643
H 4.417 -1.314 2.072
H 5.942 -3.814 2.680
H 6.706 -2.454 1.716
H 5.367 -3.467 1.023
H 0.527 -5.623 4.419
H 2.054 -4.927 4.507
H 2.557 -6.499 2.850
H 2.014 -5.482 1.692
H -0.449 -6.240 1.908
H 0.010 -7.330 3.022
H 0.003 -8.585 0.630
H 1.671 -8.235 1.096
H 0.822 -7.194 -0.064
H -0.706 -2.428 1.738
H -1.075 -4.185 1.883
H 0.983 -4.579 0.255
H 1.124 -2.987 0.204
H -0.220 -3.960 -1.623
H -1.098 -2.686 -0.875
H -2.330 -5.029 -1.528
H -2.647 -4.279 0.084
H -1.528 -5.631 -0.111
C 2.189 4.415 -5.313
C 1.996 3.461 -4.056
C 1.678 2.015 -4.271
C 0.333 1.610 -3.660
P -0.431 0.113 -4.322
C -1.779 -0.655 -3.297
C -1.934 -2.183 -3.593
C -2.618 -2.331 -4.985
C -3.433 -3.662 -5.172
C -0.954 0.460 -6.083
C -2.342 1.150 -6.131
C -2.329 2.424 -6.948
C -1.610 3.738 -6.335
C 0.959 -1.116 -4.503
C 1.762 -1.358 -3.234
C 2.903 -2.388 -3.391
C 3.883 -2.182 -2.260
H 2.798 5.246 -4.957
H 1.253 4.827 -5.690
H 2.569 3.926 -6.210
H 1.243 3.986 -3.468
H 3.014 3.607 -3.694
H 2.409 1.344 -3.818
H 1.628 1.879 -5.351
H -0.321 2.481 -3.614
H 0.513 1.405 -2.605
H -2.713 -0.099 -3.376
H -1.466 -0.639 -2.253
H -2.463 -2.634 -2.754
H -0.982 -2.710 -3.655
H -1.812 -2.259 -5.715
H -3.408 -1.599 -5.150
H -2.723 -4.431 -4.867
H -3.888 -3.783 -6.155
H -4.227 -3.693 -4.427
H -0.963 -0.473 -6.646
H -0.153 1.083 -6.481
H -2.846 1.346 -5.184
H -3.094 0.513 -6.597
H -3.368 2.651 -7.186
H -1.860 2.248 -7.916
H -2.196 4.260 -5.579
H -1.332 4.469 -7.095
H -0.647 3.382 -5.968
H 1.554 -0.730 -5.331
H 0.631 -2.037 -4.984
H 1.110 -1.826 -2.496
H 2.091 -0.433 -2.760
H 3.478 -2.233 -4.304
H 2.477 -3.390 -3.335
H 4.681 -2.915 -2.379
H 3.501 -2.266 -1.242
H 4.362 -1.212 -2.389
C 2.863 5.699 -0.475
F 1.958 4.938 -1.082
F 3.749 4.827 0.065
F 3.462 6.518 -1.300
S 2.001 6.665 0.928
O 2.972 7.684 1.282
O 0.769 7.258 0.397
O 1.763 5.657 1.969
C 7.146 1.704 1.908
F 7.823 2.009 0.762
F 5.835 2.080 1.795
F 7.240 0.364 2.108
S 7.904 2.579 3.428
O 7.980 4.034 3.134
O 7.004 2.342 4.553
O 9.231 1.992 3.661
C 2.454 1.380 0.358
F 2.589 2.338 -0.523
F 2.917 0.241 -0.223
F 3.119 1.774 1.462
S 0.534 1.038 0.708
O -0.311 1.171 -0.518
O 0.429 -0.358 1.049
O 0.075 1.919 1.769
```

Computed properties:
Gap between HOMO and LUMO: 2.105 eV
Total charge: +2
Lowest unoccupied orbital energy: -0.2495 Ha

Results of the Löwdin charge analysis, in e, for atoms 1 through 2: number 1, C, carries 0.03; number 2, C, carries -0.33

Entry 2:
The following is a quantum chemistry calculation of 9 unconnected molecules or ions with the total composition C46H108Br3N6O2 at a distorted geometry, from OMol25.

The geometry in XYZ format:
```
165
C46H108Br3N6O2, DFT the ωB97M-V functional and the def2-TZVPD basis
C -7.302 -7.645 1.151
C -7.896 -8.347 -0.055
C -8.525 -7.354 -1.038
C -8.813 -8.015 -2.381
N -9.520 -7.166 -3.406
C -9.180 -5.681 -3.444
C -10.420 -4.917 -3.852
C -11.604 -5.732 -3.315
C -11.003 -7.130 -3.059
C -9.308 -7.761 -4.782
H -6.767 -8.319 1.820
H -7.976 -7.025 1.744
H -6.503 -6.973 0.817
H -8.585 -9.159 0.170
H -7.025 -8.759 -0.577
H -7.761 -6.614 -1.295
H -9.366 -6.842 -0.567
H -9.393 -8.932 -2.256
H -7.869 -8.317 -2.838
H -8.345 -5.566 -4.134
H -8.825 -5.418 -2.453
H -10.496 -4.840 -4.938
H -10.426 -3.899 -3.471
H -12.395 -5.884 -4.047
H -12.045 -5.361 -2.396
H -11.579 -7.869 -3.614
H -11.116 -7.388 -2.009
H -10.189 -7.433 -5.320
H -9.233 -8.839 -4.686
H -8.400 -7.323 -5.185
C -11.854 -0.877 -16.781
C -10.699 -1.240 -15.833
C -11.144 -2.239 -14.774
C -10.082 -2.597 -13.744
N -10.531 -3.648 -12.754
C -9.304 -4.259 -12.121
C -9.700 -5.658 -11.614
C -10.906 -6.041 -12.476
C -11.083 -4.882 -13.435
C -11.444 -3.074 -11.730
H -12.591 -0.279 -16.258
H -12.162 -1.787 -17.297
H -11.428 -0.315 -17.616
H -10.252 -0.324 -15.439
H -9.893 -1.692 -16.421
H -11.483 -3.126 -15.313
H -12.023 -1.844 -14.253
H -9.864 -1.711 -13.144
H -9.153 -2.902 -14.221
H -8.948 -3.615 -11.315
H -8.441 -4.344 -12.777
H -9.893 -5.608 -10.540
H -8.852 -6.330 -11.729
H -11.816 -6.282 -11.929
H -10.622 -6.930 -13.036
H -12.085 -4.746 -13.836
H -10.451 -4.948 -14.323
H -12.320 -2.661 -12.221
H -10.872 -2.348 -11.164
H -11.796 -3.909 -11.126
C -10.602 -14.611 -5.445
C -11.834 -15.337 -5.922
C -11.974 -15.406 -7.447
C -12.439 -14.107 -8.062
N -12.580 -14.140 -9.571
C -11.211 -14.235 -10.240
C -10.906 -12.772 -10.586
C -12.263 -12.313 -11.102
C -13.209 -12.800 -10.030
C -13.503 -15.233 -9.990
H -10.677 -13.524 -5.417
H -9.718 -14.913 -6.023
H -10.235 -14.891 -4.453
H -12.751 -14.851 -5.564
H -11.872 -16.350 -5.519
H -12.620 -16.224 -7.768
H -10.982 -15.687 -7.816
H -11.843 -13.224 -7.827
H -13.455 -13.873 -7.729
H -11.381 -14.798 -11.156
H -10.527 -14.713 -9.550
H -10.093 -12.741 -11.304
H -10.743 -12.281 -9.623
H -12.475 -12.728 -12.088
H -12.248 -11.229 -11.214
H -14.176 -13.034 -10.468
H -13.353 -12.119 -9.196
H -12.979 -16.184 -9.991
H -13.792 -15.046 -11.025
H -14.401 -15.203 -9.381
C -20.922 -13.205 -3.567
C -19.612 -14.018 -3.504
C -18.416 -13.124 -3.908
C -17.110 -13.803 -3.618
N -15.890 -12.869 -3.572
C -16.027 -11.662 -2.633
C -16.095 -10.364 -3.408
C -16.332 -10.798 -4.856
C -15.730 -12.173 -4.947
C -14.679 -13.638 -3.188
H -21.726 -13.767 -4.036
H -20.782 -12.334 -4.211
H -21.202 -12.906 -2.561
H -19.657 -14.929 -4.098
H -19.394 -14.299 -2.470
H -18.549 -12.144 -3.447
H -18.535 -12.935 -4.981
H -16.785 -14.511 -4.378
H -17.039 -14.255 -2.626
H -15.213 -11.695 -1.912
H -16.912 -11.885 -2.035
H -15.179 -9.785 -3.295
H -16.890 -9.736 -3.009
H -15.918 -10.155 -5.632
H -17.413 -10.776 -5.005
H -14.694 -12.178 -5.278
H -16.278 -12.853 -5.603
H -14.756 -13.820 -2.120
H -13.763 -13.164 -3.536
H -14.592 -14.611 -3.681
C -14.190 -8.269 -8.086
N -12.893 -7.560 -7.953
C -13.112 -6.216 -8.582
C -12.601 -7.308 -6.491
C -11.763 -8.206 -8.710
C -11.133 -9.457 -8.047
O -12.066 -10.387 -7.584
H -14.622 -8.248 -9.080
H -14.871 -8.026 -7.268
H -13.995 -9.314 -7.842
H -13.889 -5.685 -8.029
H -13.503 -6.395 -9.587
H -12.182 -5.657 -8.646
H -12.509 -8.266 -5.985
H -13.417 -6.640 -6.236
H -11.668 -6.746 -6.540
H -11.014 -7.433 -8.875
H -12.130 -8.580 -9.668
H -10.338 -9.183 -7.345
H -10.628 -9.956 -8.880
H -12.219 -10.406 -6.611
C -17.197 -6.130 -7.803
N -18.364 -5.397 -8.437
C -19.573 -5.492 -7.564
C -17.977 -3.948 -8.514
C -18.663 -6.004 -9.785
C -19.176 -5.057 -10.853
O -20.393 -4.461 -10.420
H -16.405 -6.011 -8.533
H -17.433 -7.166 -7.572
H -17.069 -5.567 -6.881
H -19.925 -6.521 -7.564
H -20.372 -4.838 -7.896
H -19.254 -5.197 -6.565
H -17.309 -3.763 -9.351
H -17.524 -3.621 -7.582
H -18.903 -3.424 -8.741
H -19.311 -6.866 -9.656
H -17.723 -6.380 -10.196
H -19.455 -5.653 -11.729
H -18.399 -4.353 -11.154
H -20.538 -3.595 -10.814
Br -14.956 -4.567 -5.319
Br -14.161 -9.144 -11.768
Br -11.953 -10.879 -4.337
```

Computed properties:
Gap between HOMO and LUMO: 7.416 eV
Total charge: +3
Lowest unoccupied orbital energy: -0.1956 Ha

Results of the Löwdin charge analysis, in e, for atoms 1 through 2: number 1, C, carries -0.10; number 2, C, carries -0.25